Record 1
Density functional theory data (ωB97M-V with the def2-TZVPD basis set) for a molecular structure, C9H10CoF6N7O5S2.

```
40
Properties=species:S:1:pos:R:3:mulliken_charge:R:1
Co 0.311 0.472 -0.570 0.150
O -0.218 -1.287 -0.866 -0.236
C 0.739 -2.057 -1.655 -0.634
C 2.075 -1.454 -1.359 0.813
C 3.265 -2.025 -1.757 -0.964
C 4.448 -1.365 -1.464 -0.255
C 4.410 -0.163 -0.771 -1.068
C 3.189 0.356 -0.403 -0.039
N 2.048 -0.287 -0.697 0.522
H -1.132 -1.426 -1.168 0.427
H 0.492 -1.981 -2.714 0.336
H 0.675 -3.092 -1.322 0.526
H 3.263 -2.968 -2.288 0.515
H 5.395 -1.787 -1.774 0.455
H 5.314 0.373 -0.522 0.453
H 3.102 1.283 0.145 0.602
F -2.262 -0.566 -2.558 -0.272
C -3.120 0.481 -2.514 0.648
F -4.215 0.113 -1.898 -0.178
F -3.356 0.900 -3.728 -0.179
S -2.316 1.845 -1.525 1.042
O -1.483 1.124 -0.502 -0.665
O -3.346 2.630 -0.973 -0.534
N -1.404 2.612 -2.538 -0.490
S 0.067 2.258 -2.865 1.043
O 0.508 2.623 -4.148 -0.547
O 0.441 0.871 -2.432 -0.630
C 1.037 3.206 -1.595 0.733
F 0.945 2.425 -0.391 -0.298
F 0.546 4.370 -1.321 -0.172
F 2.305 3.257 -1.896 -0.186
N 1.564 -0.020 4.378 -0.547
N 0.776 0.094 3.277 1.101
N -0.529 -0.073 3.351 -0.873
C -0.891 0.024 2.086 -0.196
N 0.181 0.241 1.314 0.922
N 1.255 0.276 2.096 -0.494
H 1.022 0.158 5.214 0.331
H 2.417 0.515 4.282 0.292
H -1.908 -0.032 1.741 0.544
```

LUMO (spin up / spin down): -9.06 / -9.06 eV
spin multiplicity: 1
Kohn-Sham gap (spin up / spin down): 7.7 / 7.8 eV
ΔE to the lowest compared entry with this formula, charge and spin: 0.000 eV
DFT total energy: -105746.3654 eV
total charge: +2

---

Record 2
Density functional theory data (ωB97M-V with the def2-TZVPD basis set) for C4H6FIO in the gas phase.

```
13
Properties=species:S:1:pos:R:3:mulliken_charge:R:1
C 0.471 2.052 0.164 -0.453
C -0.454 0.826 0.102 0.037
C -0.542 -1.896 0.091 -1.181
C 0.314 -0.621 -0.017 0.213
O -0.449 1.711 -0.976 -0.387
F 1.338 -0.610 0.874 -0.271
I 1.221 -0.597 -2.040 0.045
H 0.019 2.875 0.625 0.316
H 1.482 1.848 -0.069 0.246
H -1.264 0.903 0.804 0.365
H 0.159 -2.628 0.452 0.360
H -1.026 -2.195 -0.855 0.381
H -1.269 -1.668 0.846 0.329
```

LUMO: 0.49 eV
SMILES: C[C@@](F)(I)[C@H]1CO1
spin multiplicity: 1
Kohn-Sham gap: 9.8 eV
ΔE to the lowest compared entry with this formula, charge and spin: 1.021 eV
DFT total energy: -17108.7443 eV

---

Record 3
Density functional theory data (ωB97M-V with the def2-TZVPD basis set) for a molecular structure, C25H32ClN6O8Sr.

```
73
Properties=species:S:1:pos:R:3:mulliken_charge:R:1
Sr 0.269 -1.217 -0.673 0.610
C 2.775 -0.355 -0.731 -0.299
C 2.005 0.086 0.648 -0.370
O 1.599 -0.937 1.586 -0.074
C 2.607 -1.819 2.065 -0.685
C 2.107 -3.222 1.677 -0.563
O 1.869 -3.058 0.305 0.010
C 0.677 -3.700 -0.273 -1.577
C 0.790 -3.800 -1.848 -0.271
O 0.046 -2.776 -2.597 -0.288
C 0.841 -1.879 -3.433 -0.742
C 2.157 -1.281 -2.908 -0.415
O 2.074 -0.153 -1.987 -0.103
H 3.131 -1.383 -0.678 0.311
H 3.655 0.289 -0.772 0.382
H 1.078 0.655 0.388 -0.228
H 2.669 0.784 1.158 0.535
H 2.669 -1.684 3.147 0.428
H 3.580 -1.627 1.607 0.338
H 1.190 -3.433 2.236 0.270
H 2.843 -4.016 1.839 0.333
H -0.349 -3.084 0.019 0.014
H 0.611 -4.664 0.216 1.197
H 0.322 -4.750 -2.114 0.603
H 1.837 -3.869 -2.156 0.210
H 0.160 -1.068 -3.699 0.288
H 1.091 -2.446 -4.337 0.500
H 2.671 -0.882 -3.785 0.468
H 2.810 -2.056 -2.493 0.280
N -1.418 1.495 1.263 -0.118
C -2.153 0.449 1.743 0.235
N -3.105 0.795 2.625 -0.793
C -3.792 -0.245 3.087 0.294
N -4.799 0.041 3.994 -0.478
N -3.627 -1.505 2.756 -0.593
C -2.652 -1.774 1.844 -0.025
N -1.850 -0.777 1.319 0.330
C -2.551 -3.171 1.477 0.450
C -3.384 -4.119 2.114 -0.676
C -3.295 -5.422 1.768 -0.486
C -2.367 -5.769 0.750 -0.839
C -1.562 -4.847 0.156 -0.469
N -1.601 -3.486 0.530 0.223
H -1.895 2.378 1.350 0.348
H -0.966 1.370 0.360 0.092
H -4.662 0.915 4.475 0.262
H -5.032 -0.739 4.586 0.259
H -4.076 -3.763 2.860 0.449
H -3.921 -6.175 2.229 0.400
H -2.294 -6.801 0.423 0.385
H -0.923 -5.188 -0.636 0.401
C -0.513 6.871 -2.228 -1.328
C 0.195 6.299 -1.035 1.041
C 0.382 7.035 0.123 -0.828
C 1.029 6.476 1.214 0.278
Cl 1.252 7.436 2.661 -0.267
C 1.483 5.175 1.176 -1.013
C 1.304 4.422 0.022 0.096
C 0.681 4.983 -1.086 0.432
O 0.474 4.339 -2.258 -0.463
C 1.214 3.152 -2.560 -0.958
C 0.483 1.841 -2.190 0.670
O 0.173 1.118 -3.131 -0.617
O 0.360 1.640 -0.935 -0.564
H -0.864 7.881 -2.016 0.387
H -1.369 6.255 -2.504 0.291
H 0.149 6.906 -3.096 0.287
H 0.017 8.053 0.179 0.347
H 1.958 4.737 2.044 0.413
H 1.600 3.384 0.001 0.064
H 2.190 3.185 -2.063 0.408
H 1.373 3.169 -3.636 0.316
O -1.434 -0.669 -2.160 -0.809
```

LUMO (spin up / spin down): 1.93 / 1.93 eV
spin multiplicity: 1
Kohn-Sham gap (spin up / spin down): 6.7 / 4.2 eV
DFT total energy: -65119.5912 eV
total charge: -1

---

Record 4
Density functional theory data (ωB97M-V with the def2-TZVPD basis set) for a molecular structure, C5H7NO.

```
14
Properties=species:S:1:pos:R:3:mulliken_charge:R:1
C 0.887 1.384 -0.132 -0.838
C 1.107 -1.759 0.033 -1.088
N -0.170 0.404 -0.178 0.086
C -0.115 -0.927 -0.125 0.660
C -1.690 0.520 0.139 -0.098
C -2.672 1.240 0.127 -0.463
O -1.313 -1.318 0.159 -0.535
H 1.361 1.457 -1.116 0.289
H 1.651 1.119 0.604 0.310
H 0.443 2.354 0.107 0.348
H 1.321 -1.928 1.091 0.269
H 0.937 -2.725 -0.450 0.325
H 1.965 -1.293 -0.454 0.363
H -3.711 1.470 0.197 0.373
```

LUMO: 0.68 eV
spin multiplicity: 1
Kohn-Sham gap: 9.0 eV
ΔE to the lowest compared entry with this formula, charge and spin: 4.196 eV
DFT total energy: -8832.0065 eV

---

Which value of spin multiplicity does entry 3 give?
1